Molecular formula: C27H37N4O3S6SbSiTc
Method: DFT, ωB97M-V/def2-TZVPD

## Properties
Total charge: +1
Orbital gap (spin up / spin down) (eV): 6.1 / 6.1
ΔE to the lowest compared entry with this formula, charge and spin (kcal/mol): 41.5
2S+1: 1
LUMO (spin up / spin down) (eV): -4.13 / -4.13
Electronic energy (Eh): -4495.1316
HOMO energy (spin up / spin down) (eV): -10.25 / -10.24

Structure (XYZ):
```
80
Properties=species:S:1:pos:R:3:forces:R:3:lowdin_charge:R:1
Tc -11.70105 -0.40650 16.11241 0.909 -0.543 0.617 0.97
O -8.01616 -1.48199 13.88215 2.150 -0.115 0.198 0.04
C -8.53264 -1.98993 12.73897 -1.228 0.211 0.998 -0.26
C -7.71999 -2.44285 11.68731 -0.495 0.497 -0.148 0.01
C -8.35044 -2.90220 10.51315 -0.339 0.972 1.775 -0.06
C -9.75175 -2.89470 10.37040 0.767 -0.678 -1.669 -0.08
C -10.51828 -2.56721 11.45869 -0.634 -0.453 1.156 -0.04
C -9.92566 -2.16252 12.65986 0.107 0.370 -0.639 -0.09
C -10.83577 -1.82411 13.77195 -0.357 -0.599 -0.835 -0.40
O -10.48647 -0.93056 14.64460 0.248 0.808 1.194 -0.23
N -11.99084 -2.39516 13.86392 0.332 -0.484 0.353 0.04
N -12.58056 -2.01704 15.05962 -2.524 -0.692 0.274 -0.23
C -13.79058 -2.60577 15.20633 0.666 0.749 0.155 -0.88
S -14.39210 -3.62651 13.95893 -0.834 -0.470 0.441 0.98
C -15.91039 -4.19648 14.91334 -0.406 0.163 -1.817 -0.45
C -16.40562 -3.07908 15.82346 1.208 -0.061 -1.357 -0.45
S -14.88875 -2.41640 16.57254 0.404 0.193 0.406 0.89
H -8.51333 -0.96617 14.54898 -0.672 -0.552 -1.179 0.10
H -6.63350 -2.28460 11.72654 -0.562 -0.308 0.095 0.13
H -7.68821 -3.20589 9.75110 0.316 -0.298 -1.068 0.09
H -10.14873 -3.16025 9.34992 0.134 0.190 1.474 0.13
H -11.59566 -2.71648 11.59813 0.299 0.224 -0.990 0.11
H -15.69472 -5.13344 15.42293 0.193 0.182 0.234 0.07
H -16.64342 -4.43714 14.10193 0.480 0.224 0.680 0.09
H -17.13467 -3.44577 16.51850 0.062 -0.177 0.854 0.09
H -16.86395 -2.24376 15.30185 -0.048 -0.041 -0.387 0.08
S -8.51134 -3.39968 18.18917 0.885 0.727 1.838 0.56
Sb -9.19297 -1.14752 19.28797 -0.852 -0.847 -0.922 0.67
S -12.60536 -1.25280 18.01123 -0.518 1.228 -1.823 0.06
S -9.69863 0.08107 17.34152 0.389 0.269 -0.179 0.02
S -11.47797 -2.10028 19.36558 1.312 -0.436 1.595 -0.06
C -11.87988 -4.87630 17.14075 1.022 -0.956 -1.294 0.02
N -10.87918 -5.03268 16.00844 -2.707 -0.367 0.754 -0.03
C -11.46413 -5.89912 14.93740 2.527 -0.519 1.897 0.01
C -9.69410 -4.53705 16.22946 1.824 -1.714 -0.018 -0.49
O -9.59392 -3.44625 16.92103 -1.780 1.404 -0.088 -0.48
N -8.51790 -5.13681 16.01845 1.226 0.759 -0.911 -0.11
C -7.32563 -4.32856 15.75034 0.456 0.891 0.007 -0.10
C -8.25959 -6.36030 15.29462 -2.335 -1.266 -0.672 -0.03
H -12.53883 -5.74758 17.14548 0.196 0.111 -0.100 0.11
H -12.42168 -3.98980 17.02415 -0.943 1.264 -0.197 0.01
H -11.33718 -4.82999 18.04206 0.498 0.028 1.180 0.06
H -12.48046 -5.64262 14.88795 -1.265 0.208 -0.233 0.04
H -11.28902 -6.94307 15.26311 -0.425 0.379 -0.505 0.11
H -10.96862 -5.68515 14.03474 0.406 0.098 -1.284 0.08
H -6.52782 -4.62497 16.43907 0.131 -0.518 -0.725 0.11
H -7.39396 -3.28620 15.96451 -0.695 0.682 0.013 0.04
H -7.16514 -4.39416 14.66684 0.670 -0.172 0.374 0.11
H -8.70568 -7.20539 15.83341 0.096 0.047 -0.236 0.11
H -7.19505 -6.56074 15.14264 -0.412 0.340 0.176 0.11
H -8.79898 -6.21839 14.32939 0.834 -0.740 0.254 0.11
C -13.48748 0.29051 15.63402 0.492 0.138 0.758 -0.26
C -14.58232 0.65355 15.29448 -0.031 0.309 -0.604 -0.10
C -15.91205 0.89938 14.87803 -0.301 0.522 1.702 -0.26
C -16.84078 1.09757 15.91779 -1.999 0.259 -1.407 -0.01
C -18.23443 1.22791 15.54452 0.733 -0.083 1.841 -0.08
C -18.62460 1.12748 14.24386 1.310 -1.012 -1.290 -0.08
C -17.60949 0.92293 13.26261 -2.377 0.334 -1.057 -0.09
C -16.29602 0.90200 13.53340 0.576 -0.089 1.318 -0.05
H -16.55399 1.19416 16.96511 0.102 -0.229 -0.386 0.12
H -19.03892 1.33105 16.30793 0.958 0.048 -0.422 0.11
H -19.66020 1.04597 13.96096 -0.160 0.302 -0.024 0.10
H -17.85819 0.77600 12.20772 -0.370 0.285 0.346 0.11
H -15.57956 0.89059 12.74901 0.584 -0.326 -0.402 0.11
C -12.95999 4.24434 17.02886 0.541 1.028 0.580 -0.18
Si -11.58276 3.04676 17.30305 0.254 -1.319 0.082 0.41
C -10.01712 4.02861 17.51636 1.644 -0.791 0.048 -0.19
C -12.00762 2.22787 18.95250 -1.073 1.214 0.233 -0.22
C -11.38104 1.72182 15.85749 -0.650 0.498 0.621 -0.39
H -12.91174 4.94821 17.91597 -0.418 -0.885 -0.816 0.06
H -13.80987 3.59114 17.05254 -1.030 0.115 0.117 0.01
H -12.98160 4.88475 16.14419 0.109 -0.334 -0.052 0.04
H -9.12919 3.44181 17.91978 -1.134 0.555 -0.417 0.05
H -10.14167 4.90133 18.15574 -0.179 -0.010 0.085 0.03
H -9.69255 4.39670 16.53757 -0.026 0.075 0.017 0.03
H -12.12089 3.17865 19.56446 -0.173 -1.227 -0.188 0.05
H -11.23245 1.64632 19.40829 0.647 -0.244 0.126 -0.02
H -12.93624 1.60473 19.00221 0.577 0.808 -0.161 0.03
H -10.35581 1.91283 15.53726 0.061 -0.353 -0.350 -0.01
H -12.14846 1.94092 15.10209 0.618 0.204 -0.014 0.00
```
Positions in Å, forces in eV/Å.

Molecular formula: C27H38BN2O3
Method: DFT, ωB97M-V/def2-TZVPD

## Properties
Total charge: +1
Orbital gap (eV): 1.6
2S+1: 1
LUMO (eV): -5.81
Electronic energy (Eh): -1411.1548
HOMO energy (eV): -7.40

Structure (XYZ):
```
71
Properties=species:S:1:pos:R:3:forces:R:3:lowdin_charge:R:1
O -4.76018 -2.22842 8.05536 1.096 0.330 -0.361 -0.13
C -3.59805 -2.49481 7.20069 -0.248 0.720 -0.671 -0.24
C -3.25715 -1.15652 6.33101 -0.454 -0.064 1.041 -0.17
C -2.07708 -0.30600 7.02663 -0.001 -0.443 -0.567 -0.20
C -0.76265 -0.11677 6.12121 0.918 0.917 0.898 -0.13
C -0.52548 1.44745 5.76033 -0.915 1.335 -0.425 -0.29
C -1.42755 2.09177 4.57381 2.797 0.077 0.506 -0.13
O -0.66333 1.62469 3.43484 -1.600 0.404 -0.501 -0.12
B 0.77716 1.53243 3.79827 -0.604 -0.445 0.947 -0.78
C 1.87386 2.30245 2.83925 0.609 0.349 -0.502 -0.11
C 1.34451 2.38924 1.30443 0.997 0.090 0.657 -0.22
C 2.18761 3.47931 0.48560 -0.203 0.493 -0.748 -0.19
C 1.47208 4.01169 -0.83552 -1.211 0.936 -3.440 -0.17
C 0.26493 5.00956 -0.83980 0.984 -0.882 -3.058 -0.02
C -0.37334 5.53444 -2.15781 2.757 -2.112 -0.491 -0.07
C 0.17298 5.09212 -3.54854 1.571 -1.415 3.249 -0.10
C 1.36072 4.09008 -3.58518 -1.598 1.359 3.269 -0.11
C 1.99859 3.56393 -2.24958 -2.766 2.095 -0.318 -0.06
O 0.79785 1.80588 5.25941 -1.455 -0.304 0.887 -0.06
H -4.66058 -1.32057 8.41596 0.021 -0.909 -0.317 0.08
H -3.89916 -3.35991 6.52122 0.356 1.140 0.980 0.11
H -2.70845 -2.80874 7.84296 -1.058 0.406 -0.894 0.11
H -4.21363 -0.51029 6.41368 1.366 -1.175 -0.510 0.11
H -3.06805 -1.40319 5.22869 -0.109 0.410 1.615 0.11
H -2.50655 0.70331 7.34048 0.758 -1.218 -0.435 0.11
H -1.77321 -0.86007 7.97645 -0.436 0.818 -1.151 0.10
H 0.14607 -0.39990 6.77975 -1.331 0.432 -1.145 0.12
H -0.71490 -0.79797 5.20901 -0.298 1.056 1.092 0.11
H -0.81214 2.12220 6.65492 0.920 -1.351 -0.808 0.15
H -1.10974 3.20520 4.62856 -1.353 -1.341 0.304 0.14
H -2.55322 1.90963 4.59559 1.572 0.033 -0.426 0.12
H 1.02501 0.34188 3.78303 0.376 -1.065 -0.744 0.11
H 2.83742 1.66144 2.89236 -1.404 1.103 -0.330 0.10
H 2.17745 3.33564 3.24832 -0.641 -1.243 -0.716 0.10
H 1.57898 1.34204 0.86577 -0.745 1.596 0.366 0.11
H 0.22278 2.64035 1.25766 1.661 -0.506 0.178 0.11
H 2.41684 4.40284 1.14134 -0.435 -1.552 -0.945 0.12
H 3.18842 3.02098 0.16172 -1.366 0.753 0.523 0.11
H -0.18161 5.39719 0.13333 0.832 -0.702 -1.398 0.10
H -1.23670 6.29232 -2.14306 1.531 -1.373 0.176 0.09
H -0.28059 5.50977 -4.52004 0.833 -0.770 1.790 0.09
H 1.77376 3.78368 -4.59970 -0.487 0.394 1.605 0.07
H 2.88197 2.84546 -2.36568 -1.348 1.213 0.458 0.08
C 2.13463 -5.63327 -8.22274 0.097 -0.080 0.121 0.04
N 1.64305 -4.79225 -7.11107 -0.133 0.076 -0.134 -0.09
C 2.04945 -5.06231 -5.85349 -0.230 0.417 0.486 0.02
C 1.64049 -4.26872 -4.79328 0.166 -0.449 -0.135 0.05
C 0.80493 -3.17168 -5.01573 0.100 -0.155 -0.292 -0.14
C 0.38694 -2.93892 -6.32923 0.086 0.020 -0.365 0.05
C 0.81482 -3.75931 -7.35923 -0.133 0.371 0.520 0.02
C 0.39286 -2.26953 -3.92512 -0.144 0.367 0.321 -0.15
C 0.68256 -0.90408 -3.98328 -0.088 0.210 -0.052 0.05
C 0.25158 -0.05063 -2.98107 0.109 -0.293 -0.321 0.03
N -0.45648 -0.52455 -1.93835 0.149 0.066 -0.250 -0.07
C -0.73403 -1.83988 -1.83534 0.221 -0.317 -0.446 0.02
C -0.31724 -2.72857 -2.81381 -0.086 -0.019 0.384 0.04
C -0.95214 0.40047 -0.90162 -0.110 0.081 0.251 0.05
H 1.86513 -6.66820 -8.00981 0.106 0.076 -0.117 0.11
H 3.21763 -5.51220 -8.27525 -0.116 -0.131 -0.092 0.12
H 1.67873 -5.31415 -9.15869 0.032 -0.010 0.166 0.11
H 2.71137 -5.90980 -5.71434 -0.075 0.099 -0.110 0.16
H 2.00151 -4.50359 -3.79636 -0.039 0.018 -0.159 0.14
H -0.27979 -2.11444 -6.56299 0.100 -0.128 0.015 0.14
H 0.50654 -3.59221 -8.38470 0.097 -0.123 0.108 0.15
H 1.25052 -0.48983 -4.81098 -0.086 -0.012 0.147 0.14
H 0.46181 1.01488 -3.00951 -0.050 -0.047 0.148 0.13
H -1.30198 -2.16166 -0.96966 0.069 0.134 -0.066 0.16
H -0.57533 -3.77792 -2.70918 0.018 0.156 0.026 0.14
H -0.56624 0.06510 0.06234 -0.106 0.185 0.044 0.12
H -2.04271 0.36905 -0.92306 0.116 0.034 0.124 0.12
H -0.60429 1.41243 -1.11121 0.044 -0.139 0.040 0.10
```
Positions in Å, forces in eV/Å.

Molecular formula: C27H38Cl3N4P2ReS3Si
Method: DFT, ωB97M-V/def2-TZVPD

## Properties
Total charge: +1
Orbital gap (spin up / spin down) (eV): 7.1 / 5.5
ΔE to the lowest compared entry with this formula, charge and spin (kcal/mol): 4.6
2S+1: 4
LUMO (spin up / spin down) (eV): -3.55 / -5.54
Electronic energy (Eh): -4896.2640
HOMO energy (spin up / spin down) (eV): -10.63 / -11.08

Structure (XYZ):
```
79
Properties=species:S:1:pos:R:3:forces:R:3:lowdin_charge:R:1
Re 0.49748 0.11318 -1.21264 0.629 -1.278 1.021 0.15
C -0.75912 2.86506 0.84300 0.063 -0.037 -0.008 -0.26
P -1.30508 1.41408 -0.10882 -0.349 0.262 0.179 0.73
C -2.22105 2.23855 -1.45618 -0.051 0.009 0.069 -0.28
C -2.64224 0.62727 0.89127 -0.096 -0.048 0.023 -0.37
C -3.88274 0.47999 0.26309 0.089 -0.092 -0.014 -0.09
C -4.99037 0.00762 0.95242 -0.021 0.017 -0.059 -0.07
C -4.87976 -0.31605 2.29296 -0.031 -0.012 0.074 -0.07
C -3.64713 -0.20433 2.91919 0.041 0.007 -0.017 -0.10
C -2.51240 0.24133 2.24137 -0.149 0.082 -0.113 -0.41
P -0.89956 0.33738 3.11945 0.279 0.139 -0.039 0.88
C -1.36287 1.44631 4.52085 -0.009 -0.056 -0.039 -0.28
C -0.82127 -1.25488 4.02537 -0.040 0.004 -0.062 -0.28
H -1.63227 3.39968 1.21795 0.003 0.002 0.008 0.07
H -0.19412 3.51593 0.17444 -0.040 0.022 0.021 0.01
H -0.11903 2.57282 1.67096 0.021 -0.024 0.027 0.00
H -3.05042 2.82447 -1.05742 0.037 -0.006 -0.004 0.07
H -2.58393 1.51349 -2.18001 0.004 0.027 -0.031 0.01
H -1.53034 2.91038 -1.96669 0.017 0.019 -0.003 0.04
H -3.99867 0.72093 -0.78377 -0.033 0.020 0.031 0.09
H -5.93927 -0.09308 0.43864 0.051 0.017 0.021 0.12
H -5.74708 -0.65638 2.84873 0.076 0.017 -0.031 0.12
H -3.56426 -0.47263 3.96824 -0.021 0.032 -0.092 0.10
H -2.10086 0.98144 5.17926 0.001 0.060 -0.035 0.04
H -1.76987 2.38588 4.14288 0.046 -0.031 0.009 0.04
H -0.46810 1.66984 5.10592 -0.053 -0.019 -0.032 0.04
H -1.75658 -1.49799 4.53240 0.050 -0.034 0.025 0.03
H -0.03852 -1.14828 4.77944 -0.007 -0.046 -0.018 0.05
H -0.54430 -2.06463 3.34883 -0.036 0.053 0.025 0.00
S 2.01986 0.51504 0.60439 -0.384 0.064 -0.212 0.56
C 3.15977 -0.78950 0.47183 0.153 -0.103 0.048 -0.64
C 4.01405 -1.05373 1.54800 -0.082 0.111 -0.007 -0.04
C 4.91964 -2.09412 1.49205 0.197 -0.112 0.209 -0.16
C 5.74888 -2.37416 2.64156 -0.008 -0.015 -0.027 -0.15
N 6.39133 -2.59895 3.56879 -0.160 0.075 -0.230 0.20
C 5.01756 -2.88796 0.33092 0.200 -0.197 0.059 -0.17
C 4.19759 -2.61972 -0.74337 -0.091 0.043 -0.125 -0.05
C 3.25039 -1.58746 -0.67664 0.209 -0.108 0.105 -0.64
S 2.18600 -1.36623 -2.01176 -0.295 0.437 -0.226 0.67
C 5.94598 -3.99111 0.25455 0.007 -0.002 -0.009 -0.16
N 6.66549 -4.88415 0.16319 -0.197 0.228 0.032 0.20
H 3.95046 -0.44606 2.44099 0.008 -0.022 -0.004 0.13
H 4.27244 -3.22485 -1.63983 -0.013 0.041 0.055 0.13
C 0.99525 -6.90417 0.74344 0.033 0.028 -0.050 -0.10
C 2.08813 -6.50890 -0.25073 -0.082 -0.027 0.010 -0.25
C 1.59903 -5.72537 -1.47132 -0.060 0.012 0.136 -0.19
C 0.96392 -4.37501 -1.14828 -0.009 -0.202 0.058 -0.23
N -0.42949 -4.52448 -0.74255 0.103 0.277 0.030 0.03
C -1.16507 -3.59430 -0.12766 -0.175 -0.255 -0.540 -0.72
S -0.57727 -2.04530 0.30141 0.403 0.590 0.523 0.65
N -2.40165 -3.96811 0.21782 -0.067 0.299 0.069 0.02
C -3.45603 -3.13742 0.81035 0.055 -0.175 -0.063 -0.19
C -4.25408 -3.91524 1.84918 0.086 -0.052 0.032 -0.19
C -3.57974 -4.04973 3.21508 0.066 -0.066 -0.041 -0.24
C -2.25618 -4.81628 3.22567 -0.041 0.003 -0.033 -0.10
H 1.40536 -7.53422 1.53369 -0.021 0.020 -0.034 0.08
H 0.20139 -7.47583 0.24916 0.041 0.038 0.040 0.08
H 0.54501 -6.03157 1.22419 0.008 -0.042 -0.026 0.06
H 2.58896 -7.41171 -0.60720 0.015 0.028 0.023 0.11
H 2.85077 -5.91751 0.26668 -0.003 -0.019 -0.023 0.10
H 0.89307 -6.33260 -2.05266 0.050 0.035 -0.011 0.12
H 2.44804 -5.53623 -2.13127 -0.016 -0.024 -0.020 0.11
H 1.00927 -3.71639 -2.01125 -0.028 0.029 -0.110 0.07
H 1.50479 -3.89280 -0.33329 0.027 0.078 0.052 0.09
H -0.85871 -5.41593 -0.93664 -0.008 -0.039 -0.006 0.14
H -2.66876 -4.91754 0.00483 -0.007 -0.047 0.045 0.15
H -4.11770 -2.78935 0.01577 0.008 0.005 -0.073 0.12
H -2.99237 -2.26264 1.25572 0.084 0.027 0.011 0.06
H -4.49897 -4.90970 1.45240 -0.028 0.058 0.023 0.12
H -5.20703 -3.39619 1.97726 0.003 -0.038 -0.009 0.11
H -4.28251 -4.54576 3.88739 0.004 0.016 0.036 0.11
H -3.41604 -3.04665 3.61897 -0.015 0.018 0.020 0.08
H -2.37487 -5.81318 2.78678 0.028 0.081 0.022 0.08
H -1.89681 -4.95016 4.24820 -0.031 0.012 -0.058 0.08
H -1.47522 -4.28901 2.67102 -0.044 -0.041 0.029 0.05
Cl -0.90622 -0.58875 -2.84674 -0.405 -0.080 -0.804 0.02
Si 1.43817 1.94122 -2.33206 -0.041 -0.143 0.231 -0.33
Cl 1.72033 2.05381 -4.31300 0.007 0.010 -0.040 0.33
Cl 2.14768 3.63336 -1.50086 0.042 0.041 -0.056 0.33
```
Positions in Å, forces in eV/Å.